Record 1
{
  "formula": "CHGaO2",
  "method": "wB97M-V/def2-TZVPD",
  "spin_multiplicity": 2,
  "s2": 0.76,
  "e_tot_ev": -57512.943,
  "charge": 1,
  "symbols": ["H", "O", "C", "O", "Ga"],
  "positions_angstrom": [[-2.2513, 0.3915, -0.2677], [0.0390, 0.2629, 0.5063], [0.9617, -0.5993, 0.5719], [2.0549, -0.8457, 0.1239], [-0.8043, 0.7905, -0.9345]]
}

=====

Record 2
{
  "formula": "C3ClO2",
  "method": "wB97M-V/def2-TZVPD",
  "de_lowest_kj_mol": 335.1,
  "charge": -1,
  "symbols": ["C", "C", "C", "O", "O", "Cl"],
  "positions_angstrom": [[0.0403, -0.2283, 0.2701], [0.9538, 0.1251, 1.1864], [-0.2642, 0.7103, -0.6473], [-0.7425, -1.1376, -0.3616], [-0.7180, 1.2612, -1.5767], [1.4221, -1.2386, 2.1599]]
}

=====

Record 3
{
  "formula": "C6H13NS",
  "method": "wB97M-V/def2-TZVPD",
  "de_lowest_kj_mol": 126.7,
  "smiles": "CC(C)[C@]1(CN)CS1",
  "symbols": ["C", "C", "C", "C", "C", "N", "C", "S", "H", "H", "H", "H", "H", "H", "H", "H", "H", "H", "H", "H", "H"],
  "positions_angstrom": [[-1.3750, -1.1967, 0.5475], [-0.7284, -0.2781, -0.5026], [-1.7599, 0.7303, -1.1304], [0.4253, 0.5080, 0.1466], [1.6502, -0.4357, 0.3351], [2.4794, -0.5994, -0.9042], [0.1296, 1.4867, 1.2481], [0.5601, 2.2904, -0.2572], [-2.0880, -1.8348, 0.0801], [-0.6811, -1.9333, 1.0608], [-1.9369, -0.6100, 1.2999], [-0.4753, -0.9045, -1.3307], [-2.0707, 1.4904, -0.4649], [-1.2282, 1.2041, -1.9151], [-2.5926, 0.1802, -1.6058], [1.2313, -1.4433, 0.3513], [2.2338, -0.4073, 1.3260], [3.1053, -1.3728, -0.8121], [3.0526, 0.2330, -1.1457], [0.9197, 1.4596, 1.9803], [-0.8514, 1.4332, 1.6930]]
}

=====

Record 4
{
  "formula": "C23H71O30P7",
  "method": "wB97M-V/def2-TZVPD",
  "de_lowest_kj_mol": 536.2,
  "smiles": "COP(=O)(OC)OC.COP(=O)(OC)OC.COP(=O)(OC)OC.COP(=O)(OC)OC.COP(=O)(OC)OC.COP(=O)(OC)OC.COP(=O)(OC)OC.CO.CO",
  "symbols": ["C", "O", "P", "O", "O", "C", "O", "C", "H", "H", "H", "H", "H", "H", "H", "H", "H", "C", "O", "P", "O", "O", "C", "O", "C", "H", "H", "H", "H", "H", "H", "H", "H", "H", "C", "O", "P", "O", "O", "C", "O", "C", "H", "H", "H", "H", "H", "H", "H", "H", "H", "C", "O", "P", "O", "O", "C", "O", "C", "H", "H", "H", "H", "H", "H", "H", "H", "H", "C", "O", "P", "O", "O", "C", "O", "C", "H", "H", "H", "H", "H", "H", "H", "H", "H", "C", "O", "P", "O", "O", "C", "O", "C", "H", "H", "H", "H", "H", "H", "H", "H", "H", "C", "O", "P", "O", "O", "C", "O", "C", "H", "H", "H", "H", "H", "H", "H", "H", "H", "C", "O", "H", "H", "H", "H", "C", "O", "H", "H", "H", "H"],
  "positions_angstrom": [[25.8406, -6.7123, 7.2379], [27.2236, -7.0370, 7.0014], [28.0237, -5.9584, 6.1005], [27.4424, -5.4268, 4.8903], [28.5069, -4.8485, 7.2014], [29.1762, -5.2136, 8.4652], [29.4007, -6.7936, 5.9048], [30.4919, -6.1165, 5.2966], [25.7256, -5.7418, 7.7205], [25.4707, -7.3891, 8.0081], [25.2144, -6.5775, 6.3559], [30.0429, -4.5945, 8.6968], [29.5293, -6.2431, 8.4055], [28.5036, -5.2147, 9.3229], [30.1039, -5.3988, 4.5738], [31.0515, -6.8058, 4.6644], [31.0197, -5.5876, 6.0902], [30.9749, -7.1050, -3.9110], [31.8987, -8.1695, -3.5862], [31.4060, -9.7052, -3.4171], [29.9803, -9.9101, -3.0130], [31.7687, -10.3932, -4.8180], [31.4998, -9.6802, -6.0910], [32.5447, -10.4179, -2.4654], [32.5580, -9.9542, -1.1304], [31.3549, -6.3994, -4.6499], [30.8600, -6.5975, -2.9532], [30.0690, -7.4943, -4.3756], [32.3923, -9.1068, -6.3415], [30.6764, -8.9662, -6.0786], [31.3650, -10.4531, -6.8477], [33.2801, -9.1519, -0.9785], [32.8138, -10.7452, -0.4255], [31.5455, -9.8101, -0.7532], [37.3052, -9.4124, 7.0145], [36.2707, -9.0467, 6.1479], [34.8097, -9.8100, 6.2708], [34.0634, -9.7625, 7.6098], [35.2736, -11.3408, 5.9035], [34.2683, -12.3979, 6.0057], [34.0227, -9.2602, 4.9644], [34.5690, -9.4560, 3.6392], [38.0071, -8.5888, 7.1456], [37.9442, -10.2122, 6.6399], [36.9709, -9.4799, 8.0498], [34.6141, -13.0796, 6.7827], [34.2665, -12.9586, 5.0709], [33.2650, -11.9973, 6.1508], [35.3731, -10.1877, 3.5615], [34.9944, -8.4862, 3.3810], [33.7301, -9.7025, 2.9884], [30.7125, -0.5047, 3.5227], [31.0072, -1.6746, 4.3500], [32.4845, -1.9085, 4.9168], [33.2112, -0.6405, 5.2590], [32.1967, -2.9714, 6.1054], [33.2176, -3.4731, 6.8796], [33.2293, -2.8212, 3.7562], [32.9548, -4.1559, 3.6256], [29.8414, -0.1550, 4.0767], [30.3976, -0.7658, 2.5124], [31.5153, 0.2243, 3.6332], [33.6111, -2.8095, 7.6496], [33.9416, -3.7499, 6.1133], [32.7328, -4.2265, 7.5005], [31.9448, -4.2781, 3.2343], [32.9725, -4.8602, 4.4573], [33.5484, -4.7980, 2.9749], [29.6572, -12.1705, 2.5483], [30.6780, -13.0768, 2.2439], [30.3203, -14.2301, 1.1819], [30.0205, -13.6909, -0.2124], [31.6990, -15.1357, 1.2339], [31.9854, -15.8258, 2.4769], [29.0948, -15.0854, 1.8788], [28.1827, -15.9026, 1.1384], [29.9833, -11.1355, 2.6517], [29.1697, -12.4128, 3.4926], [28.9451, -12.0575, 1.7309], [32.6233, -16.6999, 2.3460], [31.1394, -16.2083, 3.0478], [32.4207, -15.1323, 3.1963], [28.2876, -15.6561, 0.0819], [27.1842, -15.5537, 1.4019], [28.2746, -16.9460, 1.4401], [32.9026, -1.8742, -2.6419], [32.5899, -2.9610, -1.7406], [31.3150, -2.8244, -0.7015], [29.9848, -2.8932, -1.3651], [31.7042, -3.9170, 0.4664], [31.5993, -5.2748, 0.1348], [31.6135, -1.3791, 0.0440], [32.9203, -1.1702, 0.5577], [32.3180, -2.0198, -3.5503], [33.9063, -1.7673, -3.0531], [32.6203, -0.8700, -2.3256], [32.4700, -5.9292, 0.1785], [31.3631, -5.4467, -0.9153], [30.7105, -5.7685, 0.5278], [33.7270, -1.8236, 0.2254], [32.9634, -1.0801, 1.6432], [33.0529, -0.1690, 0.1475], [37.3759, -5.3240, -0.0742], [36.1564, -5.9768, 0.3786], [36.0512, -7.5512, 0.6684], [34.6812, -7.9683, 1.0304], [37.1160, -7.7423, 1.9191], [37.0961, -7.0819, 3.1285], [36.7176, -8.2153, -0.6683], [36.4129, -9.5923, -0.9158], [37.3118, -5.0057, -1.1147], [38.1872, -6.0519, -0.0850], [37.5026, -4.3950, 0.4815], [37.9106, -6.3583, 3.1596], [37.0910, -7.7806, 3.9650], [36.1530, -6.5471, 3.2412], [35.4793, -10.0175, -0.5476], [37.2753, -10.2290, -0.7185], [36.3966, -9.7928, -1.9871], [31.4400, -8.2979, 2.1401], [32.3794, -7.3845, 2.6328], [30.5989, -8.1132, 2.8084], [31.1449, -8.1835, 1.0971], [31.6754, -9.3622, 2.1521], [33.2312, -7.4886, 2.2023], [27.6169, -8.7992, -0.8654], [28.9771, -9.1178, -0.7482], [27.3377, -7.8764, -0.3569], [27.3294, -8.6655, -1.9083], [26.8754, -9.5491, -0.5898], [29.3038, -9.3168, -1.6286]]
}